14
Properties=species:S:1:pos:R:3:forces:R:3 method="wB97M-V/def2-TZVPD" charge=-1
H 1.96752 -0.30243 -2.27521 -0.9 0.2 0.7
H 0.82632 -1.99145 -0.57787 0.4 0.9 -0.9
N -0.19836 -0.41400 0.10854 -0.5 3.1 -0.1
C -0.60802 1.38829 1.99515 1.2 0.1 -2.2
C 0.21087 -1.16334 -1.04984 1.0 -1.8 1.1
H -0.59323 -1.84203 -1.45991 0.3 1.7 -0.3
S -0.44731 2.88903 2.60278 0.1 0.6 0.5
C 0.97145 0.00601 -1.84087 0.0 -1.8 -0.8
C 0.25571 0.82303 0.13372 -0.3 0.7 1.2
N -1.05552 -0.78810 1.06982 -0.1 -1.9 0.0
H -1.60459 -0.23126 2.90385 -0.7 0.3 0.7
O 1.09512 1.11177 -0.97994 -0.7 -0.9 1.7
C -1.16589 0.18111 2.02717 0.5 -1.1 -1.0
H 0.34593 0.33338 -2.65737 -0.3 -0.1 -0.6

---

21
Properties=species:S:1:pos:R:3:forces:R:3 method="wB97M-V/def2-TZVPD" charge=0
H -0.27359 -2.97946 0.08220 1.0 0.2 1.1
H -2.18114 -2.44386 -0.94261 1.6 3.8 1.8
C -1.50789 -1.41491 -0.41357 0.0 0.7 -1.2
H 2.37733 -0.87283 2.07658 -0.8 0.7 -2.4
H -0.81696 -0.63997 -1.40138 -3.1 -2.6 2.9
H 2.94265 -0.61169 0.04836 -2.5 0.3 3.5
H 1.02326 -1.19773 -0.78578 0.4 -0.4 -0.6
C 2.03244 -0.56765 0.99681 2.1 -1.9 -1.3
C 0.98820 0.40501 0.62177 -1.4 0.4 1.6
C 0.24041 1.91157 -1.31069 -1.1 0.8 1.6
C 1.37279 1.72506 -0.10689 0.3 1.9 -1.7
O -0.91116 1.53273 -0.99127 3.8 1.7 -2.3
H 1.32723 2.74620 0.68940 -0.1 -3.1 -2.5
H 0.09212 0.45316 1.29621 1.4 1.1 0.3
H -1.00590 -1.78256 1.56128 2.7 -1.2 -2.5
O -2.31817 -0.47987 0.60609 0.5 -4.1 -2.6
C -0.31834 -1.95663 0.49497 -7.1 -0.2 1.9
C 0.73401 -1.06475 0.23907 5.8 2.3 -1.7
H 0.58066 2.53754 -2.41447 -1.2 -2.0 3.0
H -1.98823 0.35175 0.36839 0.6 2.3 -0.7
H 2.50743 1.79038 -0.62556 -3.1 -0.6 1.6

---

Number 1: energy -776.337122 Eh. Number 2: energy -424.086362 Eh.